Record 1
Entry from the Open Molecules 2025 dataset: the molecule C4H4OS at a distorted geometry (ωB97M-V/def2-TZVPD).

```
10
Properties=species:S:1:pos:R:3
C -1.353 -0.193 0.223
C 0.902 -0.771 0.022
C 0.874 0.695 0.021
C -0.390 0.955 0.137
H 1.426 -1.356 -0.878
H 1.096 -1.318 1.061
H 1.685 1.378 -0.234
H -0.795 1.998 -0.302
O -0.458 -1.264 -0.038
S -2.987 -0.123 -0.012
```

E   -17092.8856 eV
Relative energy (zero: lowest compared OMol25 entry of this formula, charge and spin)   2.2595 eV
Gap between HOMO and LUMO   8.49 eV
SMILES   S=C1C=CCO1
HOMO energy   -8.95 eV



Record 2
Entry from the Open Molecules 2025 dataset: a cluster of 2 separate species, C4H4OS in total at a distorted geometry (ωB97M-V/def2-TZVPD).

```
10
Properties=species:S:1:pos:R:3
C 2.314 -0.344 -0.913
C -1.968 0.383 0.216
C 1.302 -1.107 -0.682
C -1.639 1.073 1.276
O 3.291 0.273 -1.032
S -1.915 0.056 -1.306
H 0.419 -0.761 -0.171
H 1.312 -2.100 -1.082
H -2.438 1.399 2.083
H -0.679 1.126 1.613
```

E   -17092.2490 eV
Relative energy (zero: lowest compared OMol25 entry of this formula, charge and spin)   2.8961 eV
Gap between HOMO and LUMO   8.33 eV
SMILES   C=C=O.C=C=S
HOMO energy   -8.80 eV



Record 3
Entry from the Open Molecules 2025 dataset: a structure of composition C4H4OTb at a distorted geometry (ωB97M-V/def2-TZVPD).

```
10
Properties=species:S:1:pos:R:3
O -1.811 -0.468 -0.173
C -0.872 -0.195 -1.003
C 0.416 -0.722 -1.060
C 1.516 -0.096 -0.443
C 1.935 0.460 0.596
H -0.911 0.846 -1.378
H 0.464 -1.813 -1.146
H 2.881 0.646 1.088
Tb -3.012 0.438 1.812
H -0.607 0.902 1.706
```

E   -28679.8436 eV
Multiplicity   7
Relative energy (zero: lowest compared OMol25 entry of this formula, charge and spin)   2.2282 eV
Gap between HOMO and LUMO (alpha / beta)   6.26 / 6.40 eV
Net charge   +1
HOMO energy (alpha / beta)   -11.41 / -11.43 eV



Record 4
Entry from the Open Molecules 2025 dataset: a cluster of 2 separate species, C4H4P2 in total at a distorted geometry (ωB97M-V/def2-TZVPD).

```
10
Properties=species:S:1:pos:R:3
C 0.198 0.133 0.932
C -0.668 0.988 -0.171
C 0.682 0.563 -0.384
C -1.149 -0.153 0.605
P 1.260 -1.487 -1.667
P 0.464 -3.236 -1.250
H 0.922 0.219 1.723
H -1.210 1.909 -0.233
H 1.629 1.170 -0.650
H -2.126 -0.105 1.096
```

E   -22783.9449 eV
Relative energy (zero: lowest compared OMol25 entry of this formula, charge and spin)   3.0906 eV
Gap between HOMO and LUMO (alpha / beta)   7.22 / 7.22 eV
HOMO energy (alpha / beta)   -7.31 / -7.31 eV



Record 5
Entry from the Open Molecules 2025 dataset: the molecule C4H4P2 at a distorted geometry (ωB97M-V/def2-TZVPD).

```
10
Properties=species:S:1:pos:R:3
C 0.882 0.960 0.781
C 1.366 -0.453 0.654
C -1.630 -0.433 -0.262
C -1.017 -0.057 -1.359
P -0.813 1.206 -0.065
P 2.182 0.414 -0.518
H 1.206 1.470 1.659
H 1.046 -1.348 1.109
H -2.132 -1.179 0.348
H -1.091 -0.580 -2.347
```

E   -22785.2794 eV
Relative energy (zero: lowest compared OMol25 entry of this formula, charge and spin)   1.7561 eV
Gap between HOMO and LUMO   8.00 eV
SMILES   C1=P[C@H]1P1=CC=1
HOMO energy   -8.06 eV



Record 6
Entry from the Open Molecules 2025 dataset: a cluster of 2 separate species, C4H4S in total at a distorted geometry (ωB97M-V/def2-TZVPD).

```
9
Properties=species:S:1:pos:R:3
C -0.334 -1.314 1.523
C -1.345 -1.347 0.910
C 0.272 1.503 -0.576
C 0.973 0.879 -1.461
S -0.539 1.886 0.740
H 0.613 -1.138 2.127
H -2.166 -1.470 0.277
H 0.853 -0.160 -1.364
H 1.673 1.161 -2.177
```

E   -15043.7872 eV
Relative energy (zero: lowest compared OMol25 entry of this formula, charge and spin)   3.8920 eV
Gap between HOMO and LUMO   8.59 eV
SMILES   C=C=S.C#C
HOMO energy   -8.62 eV